DFT (ωB97M-V with the def2-TZVPD basis set) results for a cluster of 3 separate species, C16H22O11 in total in a non-equilibrium geometry.

Geometry as XYZ:
```
49
Properties=species:S:1:pos:R:3:nbo_charge:R:1
O 2.899 -0.352 0.262 -0.502
C 1.681 -0.286 0.505 0.774
O 0.894 -1.290 1.206 -0.540
C 0.007 -0.491 2.003 0.759
O -0.386 -0.580 3.209 -0.536
C -0.491 0.758 1.152 -0.044
C -1.808 1.653 1.290 -0.455
C -3.076 0.887 0.602 -0.429
C -4.259 1.986 0.370 -0.067
O -4.124 3.119 1.256 -0.729
C 0.604 0.864 0.216 -0.070
C 0.786 1.977 -0.940 -0.442
C 1.844 3.060 -0.320 -0.421
C 1.489 3.430 1.206 -0.063
O 2.137 4.656 1.653 -0.735
H -2.070 1.752 2.408 0.245
H -1.647 2.666 0.782 0.250
H -3.525 0.106 1.321 0.211
H -2.760 0.369 -0.365 0.220
H -4.182 2.310 -0.727 0.189
H -5.298 1.527 0.532 0.176
H -4.243 2.868 2.195 0.471
H 1.182 1.530 -1.912 0.250
H -0.182 2.586 -1.107 0.233
H 2.857 2.526 -0.320 0.219
H 1.890 4.027 -0.922 0.239
H 1.782 2.612 1.958 0.166
H 0.340 3.545 1.304 0.152
H 2.053 4.747 2.624 0.473
O -0.468 -7.391 2.255 -0.573
C 0.024 -6.329 2.506 0.962
O 1.357 -6.125 2.699 -0.486
C 1.563 -4.719 2.744 -0.101
C 0.220 -4.195 3.152 -0.103
O -0.677 -5.169 2.636 -0.486
H 2.346 -4.464 3.460 0.204
H 1.863 -4.373 1.751 0.186
H 0.105 -4.147 4.239 0.184
H 0.015 -3.210 2.732 0.212
O 0.975 2.319 -4.175 -0.575
C 0.953 1.174 -4.527 0.963
O 2.032 0.496 -5.006 -0.479
C 1.661 -0.873 -5.093 -0.103
C 0.167 -0.812 -5.198 -0.102
O -0.154 0.383 -4.499 -0.486
H 2.121 -1.346 -5.961 0.208
H 1.996 -1.388 -4.188 0.187
H -0.177 -0.720 -6.232 0.187
H -0.319 -1.674 -4.738 0.206
```

Summary:
2S+1: 1
frontier orbital gap: 9.177 eV
lowest unoccupied orbital energy: -0.9 eV
structure (SMILES): O=C1OC(=O)C(CCCO)=C1CCCO.O=C1OCCO1.O=C1OCCO1
HOMO energy: -0.3695 Eh
max |F|: 6.0 eV/A
charge: 0